#one
Formula: C3H6N4O
Source: the OMol25 dataset
Level of theory: ωB97M-V/def2-TZVPD

Last column: natural (NBO) charge in e.
CARTESIAN COORDINATES (ANGSTROEM)
H 3.08 0.17 0.49  0.31
N 2.77 -0.74 0.08  -0.64
C 1.52 -0.71 -0.18  0.28
N 0.69 0.36 0.17  -0.64
C -0.62 0.58 -0.04  0.64
N -0.88 1.96 -0.11  -0.80
N -1.66 -0.17 0.14  -0.60
C -1.66 -1.54 0.26  0.52
O -0.90 -2.27 -0.35  -0.60
H 1.02 -1.49 -0.72  0.23
H 1.17 1.18 0.59  0.41
H -0.23 2.46 -0.78  0.38
H -1.83 2.18 -0.43  0.40
H -2.46 -1.96 0.89  0.13

* HOMO-LUMO gap: 10.117 eV
* SMILES: [H]/N=C\N/C(N)=N\C=O

---

#two
Formula: C3H6N4O
Source: the OMol25 dataset
Level of theory: ωB97M-V/def2-TZVPD

Last column: natural (NBO) charge in e.
CARTESIAN COORDINATES (ANGSTROEM)
H -1.57 1.46 -2.38  0.36
N -0.57 1.02 -2.26  -0.84
C -0.13 0.59 -1.07  0.68
O 1.14 0.13 -0.83  -0.47
C 1.32 -0.58 0.37  0.38
N 2.67 -0.67 0.97  -0.77
C 0.15 -0.35 0.95  -0.16
N -0.83 0.15 -0.09  -0.26
N -2.09 0.09 0.40  -0.62
H 3.26 -0.99 0.25  0.38
H 2.48 -1.24 1.69  0.37
H -0.56 -0.62 1.83  0.24
H -2.39 1.13 0.59  0.35
H -2.86 -0.12 -0.41  0.37

* HOMO-LUMO gap: 8.461 eV
* SMILES: [H]/N=c1/oc(N)cn1N

---

Stability ranking, top entry: #one; the second entry is 94.8 kcal/mol less favorable.

---

#one
Formula: C3H6N4O
Source: the OMol25 dataset
Level of theory: ωB97M-V/def2-TZVPD

Last column: natural (NBO) charge in e.
CARTESIAN COORDINATES (ANGSTROEM)
C -2.31 1.34 -0.18  0.03
C -0.49 -1.56 0.26  0.37
C 1.55 0.43 0.41  0.22
H -3.80 1.23 0.43  0.16
H -2.38 2.25 -0.64  0.15
H -0.74 -2.33 0.94  0.19
H 0.67 0.50 -1.25  0.46
H 1.29 -0.26 1.63  0.19
H 1.61 2.36 1.47  0.31
N -1.12 0.51 -0.37  -0.40
N -1.47 -0.71 0.50  -0.35
N 1.31 -0.33 -0.78  -0.37
N 2.02 1.63 0.18  -0.62
O 0.71 -1.58 -0.28  -0.34

* HOMO-LUMO gap: 9.270 eV

---

#two
Formula: C3H6N4O
Source: the OMol25 dataset
Level of theory: ωB97M-V/def2-TZVPD

Last column: natural (NBO) charge in e.
CARTESIAN COORDINATES (ANGSTROEM)
H 2.89 1.05 -1.15  0.36
N 2.42 0.18 -1.32  -0.56
C 1.59 -0.16 -0.44  0.34
C 0.72 -1.31 -0.39  -0.14
N -0.05 -1.21 0.68  0.12
O -1.03 -1.86 1.00  -0.44
C 0.40 0.01 1.38  0.24
N 1.26 0.68 0.73  -0.41
H 0.78 -1.93 -1.33  0.25
H -0.24 0.32 2.18  0.23
N -2.08 1.10 -0.15  -1.10
H -1.64 1.66 -0.86  0.37
H -1.98 0.12 -0.29  0.37
H -3.04 1.36 -0.04  0.37

* HOMO-LUMO gap (spin up / spin down): 8.213 / 8.205 eV
* SMILES: [H]/N=C1/C=[N+]([O-])C=N1.N

---

Stability ranking, top entry: #two; the second entry is 211.5 kcal/mol less favorable.

---

#one
Formula: C3H6N4O
Source: the OMol25 dataset
Level of theory: ωB97M-V/def2-TZVPD

Last column: natural (NBO) charge in e.
CARTESIAN COORDINATES (ANGSTROEM)
H 0.34 2.06 -0.12  0.35
N -0.65 1.89 0.00  -0.65
C -1.06 0.70 -0.21  0.35
C -2.49 0.11 0.04  -0.10
N -2.32 -1.18 0.09  -0.03
O -1.02 -1.52 -0.11  -0.25
N -0.11 -0.32 -0.48  -0.04
N 0.83 -0.38 0.50  -0.45
C 2.20 -0.45 -0.13  -0.46
H -3.58 0.47 0.09  0.26
H 0.59 0.29 1.16  0.36
H 2.20 0.20 -1.13  0.21
H 2.77 -0.53 1.01  0.24
H 2.31 -1.34 -0.71  0.21

* HOMO-LUMO gap: 9.959 eV
* SMILES: [H]/N=c1/cnon1NC

---

#two
Formula: C3H6N4O
Source: the OMol25 dataset
Level of theory: ωB97M-V/def2-TZVPD

Last column: natural (NBO) charge in e.
CARTESIAN COORDINATES (ANGSTROEM)
H 2.25 0.99 -0.04  0.35
N 2.18 -0.01 -0.22  -0.66
C 1.03 -0.39 0.07  0.40
C 0.49 -1.80 0.00  -0.12
O -0.87 -1.63 0.04  -0.47
C -1.21 -0.31 0.05  0.67
N -2.39 0.06 -0.20  -0.72
H -2.57 1.10 -0.11  0.35
N -0.03 0.44 0.33  -0.33
N 0.12 1.79 0.03  -0.66
H 0.75 -2.12 1.04  0.20
H 0.76 -2.49 -0.79  0.23
H -0.11 2.07 -0.94  0.37
H -0.42 2.30 0.76  0.38

* HOMO-LUMO gap: 10.249 eV
* SMILES: [H]/N=C1/CO/C(=N/[H])N1N

---

#three
Formula: C3H6N4O
Source: the OMol25 dataset
Level of theory: ωB97M-V/def2-TZVPD

Last column: natural (NBO) charge in e.
CARTESIAN COORDINATES (ANGSTROEM)
C -0.31 1.58 -1.42  -0.26
O -0.42 1.75 -0.03  -0.51
C 0.49 0.94 0.71  -0.11
C 0.11 -0.52 0.75  0.23
N -0.64 -1.06 1.73  -0.26
N -0.77 -2.32 1.44  -0.03
N -0.09 -2.50 0.34  -0.16
N 0.49 -1.43 -0.16  -0.25
H -1.06 2.21 -1.86  0.20
H -0.46 0.52 -1.76  0.17
H 0.70 1.90 -1.77  0.16
H 0.50 1.33 1.72  0.22
H 1.51 1.03 0.35  0.18
H -0.05 -3.45 -0.05  0.42

* HOMO-LUMO gap: 11.309 eV
* SMILES: COCc1nn[nH]n1

---

#four
Formula: C3H6N4O
Source: the OMol25 dataset
Level of theory: ωB97M-V/def2-TZVPD

Last column: natural (NBO) charge in e.
CARTESIAN COORDINATES (ANGSTROEM)
C 0.65 2.08 0.41  -0.50
N -0.13 1.05 1.27  -0.51
C -0.31 -0.14 0.85  0.63
O -0.96 -0.98 1.58  -0.34
N -1.30 -2.26 1.03  -0.11
C -1.12 -2.01 -0.25  0.19
N -0.52 -0.78 -0.42  -0.32
N 0.44 -0.86 -1.54  -0.62
H 1.68 1.71 0.09  0.21
H -0.15 2.56 -0.17  0.22
H 0.98 3.08 0.91  0.22
H -1.06 -2.70 -1.02  0.22
H 1.34 -1.11 -1.17  0.35
H 0.44 0.37 -1.56  0.38

* HOMO-LUMO gap: 9.383 eV
* SMILES: C/N=c1/oncn1N

---

Stability ranking, top entry: #two; the second entry is 6.7 kcal/mol less favorable.

---

#one
Formula: C3H6N4O
Source: the OMol25 dataset
Level of theory: ωB97M-V/def2-TZVPD

Last column: natural (NBO) charge in e.
CARTESIAN COORDINATES (ANGSTROEM)
N 0.91 -0.63 1.86  -0.83
C 0.94 -0.08 0.49  0.23
N 2.10 0.30 -0.16  -0.84
C -0.33 0.16 -0.12  0.26
N -0.58 0.51 -1.46  -0.48
N -1.90 0.13 -1.70  -0.34
C -2.50 0.00 -0.55  0.34
O -1.70 -0.21 0.33  -0.45
H 0.04 -0.73 2.28  0.38
H 1.54 -0.12 2.46  0.36
H 2.94 -0.20 0.00  0.40
H 1.91 0.74 -1.05  0.39
H 0.18 0.31 -2.10  0.38
H -3.55 -0.21 -0.28  0.20

* HOMO-LUMO gap: 7.218 eV
* SMILES: NC(N)=C1NN=CO1

---

#two
Formula: C3H6N4O
Source: the OMol25 dataset
Level of theory: ωB97M-V/def2-TZVPD

Last column: natural (NBO) charge in e.
CARTESIAN COORDINATES (ANGSTROEM)
C 0.31 -0.79 0.04  0.51
C -1.29 0.44 -0.78  -0.32
C -0.14 1.38 -0.63  0.44
H -0.48 -2.60 1.60  0.34
H 1.69 -1.32 1.52  0.34
H -1.69 0.39 -1.77  0.23
H -1.94 0.79 -0.02  0.23
H 0.51 3.07 -0.28  0.32
H 1.66 1.02 -0.02  0.42
N 1.17 -1.74 0.66  -0.27
N -0.90 -0.89 -0.24  -0.47
N -0.32 2.70 -0.68  -0.68
N 0.81 0.46 -0.16  -0.65
O 0.62 -2.90 0.77  -0.44

* HOMO-LUMO gap: 9.164 eV

---

#three
Formula: C3H6N4O
Source: the OMol25 dataset
Level of theory: ωB97M-V/def2-TZVPD

Last column: natural (NBO) charge in e.
CARTESIAN COORDINATES (ANGSTROEM)
C -1.58 -0.90 0.16  0.48
C -0.97 -0.30 -0.92  -0.01
C 2.48 0.42 0.76  -0.45
N -0.72 -0.69 1.33  -0.22
N 0.47 -0.43 1.40  0.08
N 1.10 0.33 0.65  -0.27
N -1.90 0.52 -1.54  -0.73
O -2.73 -1.31 0.38  -0.58
H 0.12 -0.05 -0.97  0.26
H 2.58 1.35 1.31  0.22
H 2.83 -0.38 1.49  0.20
H 2.93 0.45 -0.26  0.22
H -1.69 0.82 -2.44  0.39
H -2.92 0.17 -1.36  0.42

* HOMO-LUMO gap (spin up / spin down): 7.707 / 7.293 eV

---

#four
Formula: C3H6N4O
Source: the OMol25 dataset
Level of theory: ωB97M-V/def2-TZVPD

Last column: natural (NBO) charge in e.
CARTESIAN COORDINATES (ANGSTROEM)
N -0.78 1.96 -1.83  -0.62
N -1.03 1.52 -0.51  -0.46
C -0.45 0.44 0.05  0.65
N 0.47 -0.22 -0.55  -0.58
C 0.92 -1.44 0.12  -0.31
C 0.71 -1.30 1.61  0.04
N -0.23 -0.60 2.08  -0.11
O -1.00 0.21 1.27  -0.35
H -0.82 1.15 -2.42  0.36
H 0.21 2.27 -1.76  0.36
H -1.84 1.83 -0.02  0.39
H 0.43 -2.40 -0.21  0.20
H 1.99 -1.65 -0.15  0.21
H 1.41 -1.78 2.33  0.21

* HOMO-LUMO gap: 10.027 eV
* SMILES: NNC1=NCC=NO1

---

Stability ranking, top entry: #four; the second entry is 19.2 kcal/mol less favorable.